(1)
58
Properties=species:S:1:pos:R:3:forces:R:3:mulliken_charge:R:1 method="wB97M-V/def2-TZVPD" total_charge=-1 relative_energy_kcal_mol=748.6 homo_lumo_gap_ev=5.012 total_energy_ev=-44647.1856 lumo_ev=1.7 homo_ev=-3.2949
Ba -0.39015 0.12253 -0.18395 -3.729 -0.718 -5.117 5.951
N 0.57894 1.30723 -2.89803 -2.026 3.392 -6.103 0.820
O 0.36526 1.00094 -1.76941 3.206 4.160 -3.794 -0.857
O 1.68783 1.22722 -3.35552 3.911 -0.450 -1.579 -0.835
O -0.35518 1.70328 -3.59319 1.598 -0.664 -1.297 -0.683
N -2.48497 -0.52847 -2.21387 -2.915 0.298 -4.449 0.712
O -3.11208 -1.50592 -2.60694 -1.158 -2.065 -0.279 -0.803
O -1.96051 -0.57232 -1.11845 -8.470 -3.475 -3.599 -0.562
O -2.35438 0.42907 -2.97629 -0.094 -0.619 0.816 -0.535
N -1.64533 2.81230 -1.21284 -2.221 1.866 -4.069 0.364
O -1.91948 2.67365 -2.39764 -0.843 1.887 1.661 -0.532
O -1.27032 1.82455 -0.58153 -4.616 6.804 -0.034 -0.713
O -1.77805 3.88513 -0.64437 0.201 1.934 1.635 -0.838
C 1.91662 -2.09353 1.72159 -0.344 0.148 -0.599 -1.474
C 0.41222 -1.95109 1.38445 0.937 -1.720 1.984 -0.211
O -0.02729 -0.62622 1.57119 8.815 -6.060 11.661 -1.238
H 2.52336 -1.42505 1.11078 -0.906 -0.239 0.992 0.297
H 2.29097 -3.08058 1.45012 -0.072 -0.321 0.387 0.398
H 2.13349 -1.84136 2.75961 -0.183 -0.305 0.146 0.378
H -0.17195 -2.55503 2.07879 0.094 -0.330 0.309 0.487
H 0.13343 -2.37911 0.42155 0.169 0.621 0.153 0.349
H -0.18256 -0.52038 2.51262 -0.232 -0.322 1.446 0.678
C 3.53388 -0.71758 -0.45401 0.210 0.867 -0.975 -1.647
C 2.40977 0.24310 -0.93299 3.188 -0.924 -0.430 -0.692
O 1.53214 0.39277 0.14497 11.876 2.153 2.740 -1.100
H 3.12634 -1.71455 -0.28656 0.549 -0.010 -0.709 0.321
H 3.93613 -0.39184 0.50525 0.278 0.091 0.033 0.323
H 4.33725 -0.71818 -1.19069 0.054 -0.233 -0.030 0.463
H 1.91554 -0.22931 -1.78191 1.252 1.203 0.582 0.892
H 2.78275 1.23961 -1.16954 0.176 -0.315 -0.521 0.445
H 2.10555 0.86080 0.75633 0.533 0.261 0.990 0.358
C 1.02628 3.08748 2.06046 0.765 0.352 -0.558 -1.268
C 0.42718 1.76391 2.40998 0.046 0.856 2.756 -0.843
O -0.49306 1.30588 1.47020 0.206 7.338 8.688 -0.626
H 1.70161 3.51727 2.80028 0.044 -0.429 0.372 0.428
H 0.29168 3.87220 1.87970 -0.117 -0.264 -0.480 0.322
H 1.64240 2.86295 1.18978 -0.130 0.818 -0.456 0.217
H -0.01516 1.83884 3.40337 -0.591 0.176 0.382 0.515
H 1.20244 1.03644 2.65053 0.154 -0.315 -0.823 0.471
H -1.22991 1.92100 1.48653 -0.069 0.662 -0.582 0.416
C -2.94239 0.42753 2.78882 0.323 0.923 0.530 -1.225
C -2.87344 0.08607 1.30549 -1.544 0.190 0.031 -0.002
O -1.78637 -0.72833 0.99383 -12.216 -5.203 5.876 -0.707
H -3.65734 1.20875 3.04697 -0.518 -0.091 -0.397 0.387
H -2.01972 0.89704 3.12994 0.251 -0.314 0.016 0.174
H -3.13972 -0.40156 3.46836 -0.044 -0.315 -0.295 0.344
H -2.71412 0.92628 0.62964 -0.523 0.419 0.395 0.103
H -3.81334 -0.37721 1.00541 -0.154 -0.030 -0.178 0.505
H -2.05625 -1.61669 1.23788 -0.293 -0.874 0.302 0.259
C -0.47065 -2.72221 -2.79397 0.476 -0.264 0.113 -1.901
C 0.22063 -1.37092 -2.51840 -2.081 -2.430 -1.852 0.111
O 0.57373 -1.35431 -1.16372 5.098 -8.203 -4.816 -1.116
H -1.23466 -2.94226 -2.04833 -0.245 0.412 -0.244 0.308
H 0.23700 -3.54405 -2.68482 0.442 -0.139 -0.200 0.474
H -0.89037 -2.76262 -3.79910 -0.123 0.051 0.118 0.430
H -0.54870 -0.61210 -2.66129 1.126 -0.119 -0.740 -0.228
H 1.10286 -1.33175 -3.15734 -0.125 0.751 -0.127 0.297
H 1.39005 -1.85925 -1.17996 0.606 -0.870 0.217 0.640

=====

(2)
46
Properties=species:S:1:pos:R:3:forces:R:3:mulliken_charge:R:1 method="wB97M-V/def2-TZVPD" total_charge=+2 homo_lumo_gap_ev="5.249 / 5.244" total_energy_ev=-54309.3778 lumo_ev="-10.0 / -10.0" homo_ev="-15.2305 / -15.2286"
Ce 0.01049 -0.00023 -1.26469 -7.578 -0.173 0.424 -0.710
H -0.97958 -0.86472 0.13730 0.843 -1.974 -0.542 0.198
H -0.99748 0.77447 0.16460 1.140 2.022 0.543 0.206
P -0.11684 -2.51930 -1.44718 -0.522 -0.929 -0.348 1.135
P -0.12051 2.52850 -1.43347 -0.463 0.850 -0.226 1.104
C 1.41535 3.31405 -1.03679 0.734 0.182 0.288 -1.307
H 1.28368 4.35917 -1.30261 0.347 0.314 0.059 0.469
H 1.63529 3.22038 0.03219 -0.104 0.155 -0.127 0.347
H 2.25997 2.88814 -1.59319 -0.228 0.158 -0.020 0.393
C -0.40325 2.75050 -3.20224 0.043 -0.187 -0.121 -1.321
H -1.34356 2.27865 -3.51239 0.058 0.259 0.038 0.436
H -0.45290 3.82560 -3.34097 -0.122 0.201 -0.473 0.437
H 0.40832 2.32232 -3.80423 -0.108 0.232 0.160 0.440
C -1.42976 3.28917 -0.56306 -0.755 1.091 0.305 -1.289
H -1.27005 3.21900 0.51589 0.049 0.063 -0.124 0.350
H -1.42652 4.32643 -0.87862 -0.485 0.474 0.254 0.457
H -2.39441 2.82650 -0.80200 0.200 0.132 -0.037 0.394
C -0.22461 -2.73968 -3.24073 0.101 0.172 -0.033 -1.317
H -0.29818 -3.81253 -3.38593 -0.091 -0.197 -0.470 0.441
H -1.10946 -2.23473 -3.64827 0.059 -0.257 0.049 0.429
H 0.66109 -2.34214 -3.75261 -0.149 -0.225 0.144 0.442
C 1.34150 -3.34960 -0.89775 0.759 -0.291 0.397 -1.290
H 1.44848 -3.26448 0.18897 -0.080 -0.135 -0.137 0.312
H 1.21174 -4.39123 -1.18000 0.324 -0.300 0.091 0.469
H 2.25200 -2.94666 -1.35850 -0.221 -0.152 -0.042 0.400
C -1.53574 -3.25059 -0.72544 -0.692 -1.025 0.150 -1.278
H -2.45686 -2.76076 -1.06252 0.203 -0.136 -0.007 0.373
H -1.52579 -4.28705 -1.04246 -0.522 -0.458 0.166 0.457
H -1.48768 -3.18375 0.36374 0.044 -0.062 -0.119 0.371
C 1.80780 0.00103 -0.17059 11.291 -0.029 6.317 0.546
O 2.81504 0.00061 0.41967 -4.263 0.017 -2.686 -0.170
H 0.90572 0.01996 -2.81888 1.459 -0.059 -1.446 0.056
C 1.51531 -0.89259 3.38056 0.605 -0.254 0.209 -0.947
Si 0.00241 0.00119 2.85473 -0.982 0.549 6.037 -0.501
C -1.53388 -0.87667 3.34615 -0.084 -0.154 0.167 -0.991
C 0.00219 1.76600 3.35322 0.041 0.033 0.542 -0.971
O 0.18343 0.01661 1.35209 -0.588 -0.088 -10.167 0.378
H 1.49772 -0.90145 4.47010 0.194 -0.112 0.139 0.397
H 2.41920 -0.38151 3.04002 -0.041 -0.085 0.167 0.344
H 1.51948 -1.91961 3.01173 0.027 -0.004 0.097 0.298
H -1.54532 -0.87878 4.44074 -0.253 -0.144 -0.063 0.422
H -2.42336 -0.35844 2.98030 -0.004 -0.027 0.065 0.321
H -1.53453 -1.90846 2.98617 -0.063 0.021 0.110 0.299
H 0.89957 2.27841 2.99350 -0.069 -0.003 0.125 0.299
H -0.88601 2.28483 2.98745 -0.019 0.057 0.123 0.258
H 0.00048 1.77347 4.44603 -0.036 0.473 0.023 0.414